{"formula": "C4H50Cl6N8O45Zn2", "method": "wB97M-V/def2-TZVPD", "orbital_gap_ev": 2.64, "charge": -2, "energy_ev": -280950.18164, "species": ["Zn", "Zn", "Cl", "O", "O", "O", "O", "Cl", "O", "O", "O", "O", "Cl", "O", "O", "O", "O", "Cl", "O", "O", "O", "O", "Cl", "O", "O", "O", "O", "Cl", "O", "O", "O", "O", "O", "H", "H", "O", "H", "H", "O", "H", "H", "O", "H", "H", "O", "H", "H", "O", "H", "H", "O", "H", "H", "O", "H", "H", "O", "H", "H", "O", "H", "H", "O", "H", "H", "O", "H", "H", "O", "H", "H", "O", "H", "H", "O", "H", "H", "O", "H", "H", "O", "H", "H", "C", "O", "N", "N", "H", "H", "H", "H", "C", "O", "N", "N", "H", "H", "H", "H", "C", "O", "N", "N", "H", "H", "H", "H", "C", "O", "N", "N", "H", "H", "H", "H"], "positions_angstrom": [[-3.784, -0.448, 4.249], [4.087, 2.255, 1.916], [-0.144, -3.740, 4.470], [0.481, -4.491, 5.515], [0.671, -3.808, 3.306], [-1.506, -4.211, 4.247], [-0.243, -2.385, 4.980], [-4.890, 2.357, -3.510], [-4.559, 1.346, -2.495], [-5.559, 1.925, -4.725], [-5.703, 3.370, -2.840], [-3.744, 3.121, -3.929], [0.531, 6.338, -0.135], [0.428, 7.475, 0.630], [1.849, 6.454, -0.720], [0.328, 5.142, 0.635], [-0.399, 6.359, -1.252], [2.451, -1.149, -5.171], [1.959, -2.274, -5.853], [2.969, -0.206, -6.151], [1.432, -0.562, -4.384], [3.504, -1.553, -4.287], [-0.108, -0.534, 0.092], [-0.942, -0.641, -1.067], [-0.476, -1.419, 1.155], [1.232, -0.784, -0.295], [-0.183, 0.750, 0.644], [0.147, 2.771, 5.884], [0.856, 1.651, 6.427], [-0.797, 3.275, 6.824], [1.022, 3.765, 5.386], [-0.594, 2.243, 4.777], [-4.256, -0.747, -5.589], [-3.450, -0.467, -5.156], [-4.930, -0.673, -4.913], [1.872, -3.791, -2.673], [2.126, -2.984, -2.225], [1.089, -3.553, -3.171], [-0.693, -3.212, -3.384], [-0.713, -2.293, -3.649], [-1.080, -3.219, -2.509], [-0.184, 2.097, -5.051], [-0.065, 2.485, -4.184], [0.298, 1.271, -5.012], [4.544, -3.922, 0.904], [3.836, -4.531, 0.694], [4.670, -4.018, 1.848], [2.248, -5.973, -0.950], [2.656, -6.463, -0.237], [1.577, -5.440, -0.523], [5.682, 1.113, 1.464], [5.807, 0.882, 0.543], [6.408, 0.686, 1.919], [-0.328, 3.029, -2.127], [-0.260, 3.958, -1.909], [0.036, 2.576, -1.366], [-1.825, -0.287, 3.402], [-1.629, -0.423, 2.475], [-0.986, -0.039, 3.790], [-3.117, -3.540, -0.878], [-2.963, -4.471, -1.038], [-4.039, -3.490, -0.625], [-3.832, -2.327, 3.750], [-4.470, -2.884, 3.305], [-3.105, -2.915, 3.957], [3.557, 1.902, -2.881], [4.351, 2.019, -3.403], [3.114, 1.155, -3.283], [-2.061, 0.310, -4.175], [-1.767, 1.170, -4.476], [-2.033, 0.368, -3.220], [0.667, -4.297, 0.298], [0.476, -4.502, 1.213], [0.146, -3.516, 0.113], [3.146, 1.671, 0.203], [3.077, 1.884, -0.727], [2.319, 1.237, 0.412], [2.662, 3.689, 2.340], [2.006, 3.709, 3.037], [2.736, 4.600, 2.054], [-5.211, -1.658, -2.938], [-6.020, -1.901, -2.487], [-4.752, -1.090, -2.319], [2.270, -0.178, 3.084], [2.925, 0.816, 2.790], [2.530, -1.365, 2.687], [1.287, -0.151, 3.940], [1.845, -2.041, 2.992], [3.267, -1.688, 2.076], [0.922, -1.011, 4.323], [1.143, 0.749, 4.374], [-3.281, 3.808, 1.103], [-4.256, 4.564, 0.964], [-2.697, 3.263, 0.119], [-2.902, 3.443, 2.268], [-3.011, 3.486, -0.815], [-1.921, 2.632, 0.264], [-3.321, 3.907, 3.061], [-2.074, 2.891, 2.440], [-4.640, 0.215, 1.154], [-4.541, -0.109, 2.375], [-3.799, -0.098, 0.230], [-5.683, 0.804, 0.609], [-3.909, 0.332, -0.678], [-2.972, -0.590, 0.536], [-6.356, 1.209, 1.244], [-5.751, 0.700, -0.393], [5.936, -0.917, -0.857], [6.015, 0.268, -1.134], [4.762, -1.576, -0.768], [6.963, -1.644, -0.653], [4.880, -2.504, -0.387], [3.937, -1.081, -1.075], [6.914, -2.517, -0.148], [7.867, -1.195, -0.691]], "forces_ev_per_angstrom": [[1.54, 0.47, -3.61], [-2.01, -1.25, -0.35], [-0.18, -0.11, 2.95], [-0.23, -0.75, -0.24], [0.00, 0.22, -1.27], [0.02, 0.10, -0.66], [-0.15, 0.81, -0.78], [-0.59, 4.78, -0.90], [-0.08, -1.02, -0.44], [0.10, -1.41, 1.58], [-0.88, -1.32, 0.38], [1.27, -1.43, 0.25], [0.58, -0.59, -4.56], [-1.55, 3.25, 3.41], [1.15, -1.68, 0.07], [0.44, -0.81, 0.60], [-0.24, -0.51, 0.78], [2.02, 0.18, -1.26], [-0.93, -1.53, -0.87], [-0.19, 0.18, 0.58], [-1.70, 1.39, 1.10], [0.99, 0.08, 0.69], [0.59, -0.47, -2.30], [-0.60, -0.41, 0.62], [-1.18, -1.75, 0.94], [1.47, -0.50, -0.11], [-0.40, 3.49, 1.11], [-1.46, -1.22, 0.17], [1.06, -0.22, 0.75], [0.17, 0.64, 0.68], [1.24, 1.19, -0.12], [-1.06, -0.64, -1.82], [-0.47, -0.55, -0.77], [0.52, 0.33, 0.35], [-0.06, 0.11, 0.15], [0.62, -0.44, 0.53], [0.10, 0.28, -0.15], [-0.54, 0.18, -0.33], [-0.14, -0.39, -0.13], [-0.02, 0.57, -0.33], [-0.17, 0.11, 0.23], [-0.22, 0.35, -0.45], [0.06, 0.29, 0.53], [0.34, -0.52, -0.02], [0.39, 0.17, 0.28], [-0.50, -0.22, -0.55], [0.07, -0.05, 0.26], [1.03, -0.83, -0.10], [0.03, -0.39, 0.14], [-0.53, 0.68, -0.12], [-0.10, 0.78, 1.50], [-0.12, -0.29, -2.33], [0.05, 0.13, 0.51], [-0.08, -0.45, -0.25], [-0.06, 0.68, 0.08], [0.11, -0.13, 0.19], [-1.59, 0.16, 1.48], [0.14, -0.40, -1.05], [0.56, 0.39, 0.51], [0.22, 0.19, 0.35], [0.13, -0.28, -0.16], [-0.25, 0.10, -0.18], [-0.43, -0.18, 0.57], [-0.56, 0.21, -0.27], [1.50, -0.70, 0.40], [-0.11, 0.29, 0.75], [0.17, -0.04, -0.07], [-0.36, -0.45, -0.38], [-0.29, -0.99, 0.26], [0.35, 0.66, -0.42], [-0.05, 0.07, 0.22], [-0.11, -0.11, 0.28], [-0.12, 0.08, 0.43], [-0.08, 0.38, -0.19], [0.44, 0.15, 0.51], [0.52, 0.43, -1.20], [-0.64, -0.45, 0.29], [1.34, -0.33, -0.24], [-0.52, -0.41, 0.73], [-0.19, 0.56, -0.60], [-0.16, -0.46, 0.10], [-0.30, -0.01, 0.01], [0.29, 0.43, -0.15], [0.38, 0.21, 0.61], [1.70, 2.87, -0.75], [0.85, -4.03, -1.38], [-1.85, 1.65, 1.30], [0.32, -0.59, -0.54], [-0.25, 0.54, -0.17], [-0.19, 0.16, 0.38], [-0.40, -0.23, 0.51], [-4.64, 3.24, -1.23], [0.02, 0.22, 0.23], [2.45, -2.34, -4.12], [1.67, -1.75, 5.96], [0.24, -0.05, -0.03], [-0.03, 0.23, -0.46], [0.27, 0.00, -0.30], [0.01, 0.31, 0.01], [-1.24, 0.42, -0.20], [0.10, 0.01, 1.89], [2.84, -1.54, -0.04], [-1.61, 0.40, 1.48], [0.73, 0.12, -0.36], [0.23, 0.00, -0.89], [-0.19, 0.13, -0.80], [-0.65, 0.98, -0.04], [-4.63, 0.89, -0.98], [0.35, 2.30, 0.16], [0.84, 0.55, 0.40], [5.16, -2.82, 1.46], [-1.43, -0.10, -0.39], [-0.18, -0.58, 0.13], [-0.04, 0.00, -0.42], [-0.23, -0.09, 0.00]]}